Formula: C34H36N4PPdS
Source: the Open Molecules 2025 dataset
Level of theory: the ωB97M-V functional and the def2-TZVPD basis

## Properties
Gap between HOMO and LUMO: 5.609 eV
Net charge: -1
Energy: -65406.810 eV
Relative energy (zero: lowest compared OMol25 entry of this formula, charge and spin): 0.000 eV
LUMO energy: 2.232 eV

Last column: Löwdin charge in e.
Element x y z (Å)
1 Pd -1.063 0.823 -1.826  0.264
2 N 0.671 -8.753 2.213  0.137
3 C 0.493 -7.733 1.712  -0.197
4 C 0.272 -6.462 1.087  -0.243
5 C 0.643 -6.261 -0.241  -0.023
6 C 0.433 -5.030 -0.837  -0.012
7 C -0.152 -3.987 -0.127  -0.188
8 C -0.535 -4.199 1.196  -0.016
9 C -0.321 -5.422 1.804  -0.019
10 C -0.375 -2.654 -0.763  -0.079
11 C 0.774 -1.932 -1.074  -0.292
12 C 2.125 -2.341 -0.801  -0.057
13 C 2.931 -1.360 -1.314  -0.097
14 C 2.052 -0.385 -1.873  -0.186
15 N 0.785 -0.713 -1.739  0.027
16 C -1.717 -2.309 -0.968  -0.286
17 C -2.826 -3.190 -0.768  -0.055
18 C -3.952 -2.482 -1.110  -0.099
19 C -3.496 -1.196 -1.503  -0.184
20 N -2.180 -1.083 -1.431  -0.035
21 H 1.094 -7.072 -0.797  0.115
22 H 0.725 -4.864 -1.866  0.129
23 H -1.006 -3.391 1.740  0.113
24 H -0.612 -5.583 2.834  0.117
25 H 2.438 -3.236 -0.286  0.099
26 H 4.009 -1.318 -1.291  0.083
27 H 2.331 0.539 -2.362  0.090
28 H -2.776 -4.214 -0.435  0.098
29 H -4.976 -2.821 -1.089  0.077
30 H -4.093 -0.350 -1.813  0.087
31 N -1.070 0.205 1.564  -0.312
32 S 0.211 -0.559 2.067  0.975
33 C 1.656 0.478 1.642  -0.359
34 C 1.392 1.561 0.827  -0.099
35 C 2.440 2.357 0.388  -0.079
36 C 3.742 2.054 0.762  -0.093
37 C 3.997 0.955 1.575  -0.097
38 C 2.953 0.156 2.010  -0.093
39 C 0.256 -0.199 3.828  -0.383
40 C -0.557 0.797 4.339  -0.074
41 C -0.516 1.075 5.696  -0.081
42 C 0.324 0.352 6.536  -0.099
43 C 1.120 -0.660 6.017  -0.092
44 C 1.083 -0.941 4.658  -0.101
45 H -1.423 -0.328 0.767  -0.055
46 H 0.351 1.728 0.554  0.058
47 H 2.235 3.202 -0.258  0.090
48 H 4.564 2.666 0.412  0.096
49 H 5.014 0.712 1.855  0.097
50 H 3.154 -0.716 2.623  0.099
51 H -1.216 1.323 3.657  0.097
52 H -1.146 1.855 6.106  0.100
53 H 0.347 0.571 7.596  0.096
54 H 1.762 -1.239 6.669  0.099
55 H 1.685 -1.741 4.244  0.102
56 C -1.112 5.581 -1.009  -0.167
57 C -1.086 4.073 -0.769  -0.413
58 P -1.098 2.929 -2.237  0.725
59 C 0.330 3.658 -3.187  -0.417
60 C 0.788 2.754 -4.330  -0.182
61 C -2.525 3.682 -3.163  -0.432
62 C -2.957 2.851 -4.369  -0.185
63 H -1.086 6.126 -0.062  0.060
64 H -2.017 5.884 -1.538  0.052
65 H -0.258 5.914 -1.601  0.055
66 H -1.943 3.761 -0.166  0.067
67 H -0.203 3.802 -0.186  0.041
68 H 1.146 3.747 -2.460  0.057
69 H 0.110 4.668 -3.547  0.063
70 H 0.905 1.731 -3.968  0.031
71 H 1.739 3.088 -4.756  0.058
72 H 0.055 2.727 -5.137  0.048
73 H -2.300 4.710 -3.465  0.061
74 H -3.348 3.727 -2.441  0.071
75 H -2.214 2.882 -5.166  0.047
76 H -3.901 3.213 -4.785  0.056
77 H -3.080 1.808 -4.068  0.041

---

Formula: C34H37As2FINOPPt
Source: the Open Molecules 2025 dataset
Level of theory: the ωB97M-V functional and the def2-TZVPD basis

## Properties
Gap between HOMO and LUMO: 6.276 eV
Net charge: +3
Energy: -184403.684 eV
Relative energy (zero: lowest compared OMol25 entry of this formula, charge and spin): 2.894 eV
LUMO energy: -9.861 eV

Last column: Löwdin charge in e.
Element x y z (Å)
1 Pt 0.029 -0.052 0.196  0.590
2 I 0.621 -2.493 -0.285  1.328
3 C 1.535 -2.852 -2.162  -0.503
4 C 1.964 -4.152 -2.175  -0.151
5 C 2.640 -4.647 -3.300  -0.024
6 C 2.884 -3.805 -4.341  0.019
7 C 2.448 -2.460 -4.323  -0.130
8 C 2.732 -1.650 -5.449  0.027
9 C 2.327 -0.353 -5.502  -0.010
10 C 1.609 0.180 -4.423  -0.050
11 C 1.291 -0.558 -3.297  -0.295
12 P 0.197 0.383 -2.205  0.984
13 C -1.493 0.167 -2.803  -0.362
14 C -1.754 -0.843 -3.731  -0.061
15 C -3.055 -1.080 -4.155  -0.036
16 C -4.098 -0.306 -3.668  -0.035
17 C -3.843 0.700 -2.741  -0.056
18 C -2.550 0.932 -2.301  -0.131
19 C 0.770 2.080 -2.350  -0.400
20 C 2.109 2.337 -2.041  -0.100
21 C 2.615 3.616 -2.199  -0.041
22 C 1.793 4.638 -2.661  -0.034
23 C 0.466 4.380 -2.980  -0.047
24 C -0.050 3.098 -2.834  -0.075
25 C 1.726 -1.922 -3.210  -0.183
26 H 1.801 -4.815 -1.334  0.098
27 H 2.968 -5.677 -3.315  0.132
28 H 3.423 -4.154 -5.213  0.138
29 H 3.281 -2.091 -6.271  0.138
30 H 2.544 0.268 -6.359  0.131
31 H 1.289 1.210 -4.498  0.117
32 H -0.950 -1.441 -4.141  0.110
33 H -3.248 -1.857 -4.882  0.125
34 H -5.108 -0.477 -4.017  0.126
35 H -4.655 1.314 -2.374  0.121
36 H -2.369 1.713 -1.573  0.084
37 H 2.759 1.541 -1.698  0.113
38 H 3.657 3.813 -1.981  0.124
39 H 2.196 5.633 -2.800  0.124
40 H -0.161 5.168 -3.376  0.123
41 H -1.070 2.896 -3.131  0.107
42 C -3.044 -1.921 -0.030  -0.222
43 As -2.016 -0.832 1.181  1.060
44 C -3.175 0.617 1.683  -0.197
45 C -1.581 -1.826 2.766  -0.418
46 C -2.504 -2.692 3.345  -0.065
47 C -2.188 -3.298 4.552  -0.019
48 C -0.973 -3.036 5.173  -0.015
49 C -0.056 -2.168 4.593  -0.064
50 C -0.360 -1.560 3.380  -0.407
51 As 0.862 -0.309 2.531  1.078
52 C 2.575 -1.182 2.609  -0.219
53 C 0.884 1.245 3.658  -0.198
54 H -4.038 -2.039 0.403  0.062
55 H -2.577 -2.895 -0.153  0.030
56 H -3.123 -1.410 -0.989  0.021
57 H -3.996 0.149 2.229  0.067
58 H -3.548 1.123 0.796  0.044
59 H -2.650 1.312 2.331  0.045
60 H -3.457 -2.903 2.875  0.119
61 H -2.893 -3.978 5.012  0.132
62 H -0.736 -3.517 6.113  0.132
63 H 0.888 -1.986 5.092  0.118
64 H 2.489 -2.217 2.291  0.024
65 H 2.884 -1.157 3.656  0.060
66 H 3.283 -0.628 2.001  0.045
67 H 1.052 0.879 4.672  0.061
68 H -0.077 1.753 3.622  0.045
69 H 1.691 1.904 3.351  0.048
70 C -1.526 4.106 0.500  0.049
71 C -0.519 3.007 0.633  -0.501
72 N 0.685 3.289 1.048  0.246
73 O -0.914 1.822 0.348  -0.277
74 H -1.631 4.640 1.445  0.112
75 H -2.490 3.708 0.200  0.093
76 H -1.181 4.820 -0.249  0.103
77 H 0.933 4.250 1.228  0.154
78 H 1.388 2.544 1.130  0.076
79 F 1.986 0.931 0.787  -0.561